Record 1
The following is a quantum chemistry calculation of a molecular structure, C21H36F15KO15PS5 in a non-equilibrium geometry, from the Open Molecules 2025 dataset.

Output
E ... -6380.819517 Ha
HOMO energy ... -1.5 eV
Lowest unoccupied orbital energy ... 3.86 eV
Kohn-Sham gap ... 5.4 eV

Structure (ORCA input):
```
! wB97M-V def2-TZVPD RIJCOSX def2/J DEFGRID3
* xyz -3 1
K -2.18809 3.09166 1.27130
C -0.62180 -4.39979 -4.52437
C -1.34603 -3.73147 -3.35071
C -0.49587 -2.66341 -2.67608
C 0.65212 -3.26766 -1.91201
P 1.51089 -2.06013 -0.86631
C 0.35054 -1.02136 0.00040
C 1.11827 -0.18928 0.99044
C 0.25166 0.89799 1.60924
C 0.77984 1.45772 2.91613
C 2.71666 -2.87771 0.22496
C 2.31692 -3.07191 1.68025
C 2.67466 -4.47829 2.14119
C 1.73282 -5.54914 1.57188
C 2.48269 -0.99360 -1.96509
C 3.43942 -1.81042 -2.79872
C 4.87137 -1.25753 -2.83472
C 5.70593 -1.94024 -3.89371
H -1.33321 -5.01171 -5.08657
H 0.24246 -5.00739 -4.24489
H -0.24683 -3.66586 -5.25280
H -1.54356 -4.55249 -2.65459
H -2.27220 -3.32790 -3.74875
H -1.08761 -2.02366 -2.03495
H -0.10987 -1.97492 -3.43279
H 1.39634 -3.73874 -2.55677
H 0.29298 -4.02669 -1.19766
H -0.40119 -1.62863 0.51146
H -0.10901 -0.35279 -0.74274
H 2.04843 0.22547 0.58818
H 1.44772 -0.82042 1.82699
H -0.79789 0.59799 1.68824
H 0.14724 1.66189 0.82583
H 0.25720 2.40036 3.13105
H 1.80891 1.83161 2.83691
H 0.61731 0.80543 3.76875
H 3.66496 -2.37031 0.03256
H 2.85690 -3.86797 -0.23642
H 1.24199 -2.94006 1.77693
H 2.86554 -2.37033 2.29962
H 2.54846 -4.53947 3.22990
H 3.73154 -4.70234 1.96120
H 1.90826 -6.52614 2.00931
H 1.87405 -5.64357 0.48725
H 0.71033 -5.20590 1.72761
H 3.06100 -0.38030 -1.26717
H 1.81589 -0.41490 -2.58050
H 3.08245 -1.95518 -3.83207
H 3.50581 -2.87400 -2.50225
H 5.28770 -1.47081 -1.84198
H 4.86780 -0.18210 -3.00595
H 5.30105 -1.71182 -4.88166
H 5.67229 -3.03016 -3.79579
H 6.74230 -1.61762 -3.81284
C -2.12103 1.68337 5.88828
F -2.89096 0.81754 5.23134
F -2.30193 1.43392 7.19672
F -0.86876 1.34633 5.61079
S -2.49389 3.43189 5.42907
O -2.38178 3.40846 3.98932
O -3.82422 3.60048 5.99123
O -1.45832 4.15947 6.13549
C -5.21594 6.18411 1.44916
F -5.70733 5.91406 0.21583
F -6.05583 7.10394 1.98051
F -5.33198 5.08488 2.17501
S -3.49310 6.83709 1.36855
O -2.74294 5.68359 0.91467
O -3.62239 7.89535 0.39022
O -3.28683 7.30143 2.70923
C 2.30347 3.20730 -0.35162
F 1.36119 2.51212 -1.02782
F 2.91504 2.32608 0.48798
F 3.22796 3.54732 -1.25117
S 1.64964 4.71033 0.53971
O 0.35797 4.25892 1.00454
O 2.65269 4.89905 1.54637
O 1.65960 5.66732 -0.52754
C -4.41907 -0.85202 0.31502
F -4.63472 -2.17805 0.24619
F -3.46218 -0.58953 -0.55199
F -5.52654 -0.29946 -0.11568
S -4.04407 -0.28241 2.01606
O -4.14952 1.13925 1.88217
O -5.11222 -0.93365 2.72689
O -2.71168 -0.81414 2.25776
C -1.64498 1.61835 -3.63938
F -2.44331 0.59232 -4.00070
F -0.42466 1.06480 -3.48311
F -1.55100 2.41181 -4.68512
S -2.22921 2.48547 -2.11752
O -1.56151 3.74496 -2.14931
O -3.64844 2.55730 -2.34364
O -1.81476 1.59666 -1.03022
*
```

Löwdin atomic charge list, values in e, 6 entries: 0.784 -0.125 -0.240 -0.242 -0.275 1.027

Record 2
The following is a quantum chemistry calculation of a molecular structure, C21H36FeN2O2 in a non-equilibrium geometry, from the Open Molecules 2025 dataset.

Output
E ... -2345.229826 Ha
HOMO energy (alpha / beta) ... -11.8 / -12.2 eV
Lowest unoccupied orbital energy (alpha / beta) ... -2.33 / -5.59 eV
Kohn-Sham gap (alpha / beta) ... 9.5 / 6.6 eV

Structure (ORCA input):
```
! wB97M-V def2-TZVPD RIJCOSX def2/J DEFGRID3
* xyz 1 6
Fe -0.20440 1.30903 0.26931
C 0.42616 -1.13161 1.12143
C -0.81878 -1.27783 0.45602
C -0.56150 -0.99164 -0.94657
C 0.81798 -0.66011 -1.04837
C 1.44791 -0.78478 0.21334
C 2.90990 -0.70844 0.53768
C 3.14236 0.03359 1.86289
C 3.42939 -2.14970 0.69397
C 3.68946 -0.02028 -0.58529
C -1.46220 -0.93212 -2.16774
C -2.45206 0.23936 -2.01216
C -0.64845 -0.63531 -3.43766
C -2.18665 -2.26109 -2.41753
C -1.97896 -1.86741 1.23502
C -3.37821 -1.38711 0.84368
C -1.83307 -1.52599 2.72899
C -1.88223 -3.39942 1.08223
H 0.60486 -1.36070 2.15242
H 1.34494 -0.47926 -1.96601
H 2.80313 -0.55376 2.70977
H 2.61526 0.98390 1.88207
H 4.20537 0.21686 1.99602
H 2.85117 -2.68656 1.44049
H 4.46678 -2.12230 1.01360
H 3.37140 -2.68841 -0.24800
H 3.33488 0.99858 -0.73047
H 3.59312 -0.56601 -1.52070
H 4.74637 0.02034 -0.33399
H -1.89757 1.16359 -1.79907
H -3.16603 0.07838 -1.21621
H -3.00426 0.38284 -2.93818
H -0.19022 0.35122 -3.39564
H -1.31189 -0.65710 -4.29876
H 0.12010 -1.38540 -3.59796
H -2.79311 -2.57275 -1.57705
H -1.45798 -3.04271 -2.62036
H -2.83526 -2.16592 -3.28489
H -3.45822 -0.31339 1.00091
H -4.10436 -1.87598 1.48828
H -3.64984 -1.62585 -0.17589
H -1.67647 -0.45658 2.86049
H -1.02069 -2.06668 3.20232
H -2.74368 -1.80910 3.24800
H -2.04013 -3.71194 0.05451
H -2.63317 -3.87449 1.70773
H -0.90252 -3.75225 1.39613
N 0.89700 2.87110 -1.28420
C 1.12429 4.22740 -0.74683
C 1.76388 4.17777 0.64006
C 0.73211 3.58409 1.63243
O -0.05801 4.29902 2.20858
O 0.76359 2.30406 1.68748
H 1.80804 2.44421 -1.45359
H 0.43902 2.95142 -2.18876
H 0.16112 4.73834 -0.67676
H 1.77378 4.80451 -1.41881
H 2.01367 5.18429 0.96591
H 2.65909 3.55262 0.63993
N -2.60754 2.89071 1.73268
C -2.14152 2.14317 0.98694
H -2.95718 3.54956 2.39613
*
```

natural (NBO) atomic charge list, values in e, 6 entries: 1.510 -0.287 -0.080 0.163 -0.469 0.119

Record 3
The following is a quantum chemistry calculation of 3 unconnected molecules or ions with the total composition C21H36N3O5 in a non-equilibrium geometry, from the Open Molecules 2025 dataset.

Output
E ... -1361.895688 Ha
HOMO energy ... -10.7 eV
Lowest unoccupied orbital energy ... -4.53 eV
Kohn-Sham gap ... 6.2 eV

Structure (ORCA input):
```
! wB97M-V def2-TZVPD RIJCOSX def2/J DEFGRID3
* xyz 1 1
N 3.02903 3.66609 3.58993
C 3.90178 2.73252 3.03023
N 5.20097 2.96892 2.95476
N 6.13772 2.19196 2.45035
C 5.72760 1.04991 2.01270
C 4.36290 0.61538 2.00511
C 4.00587 -0.72033 1.48387
C 2.91309 -1.02059 0.67754
C 2.69613 -2.31298 0.26289
C 3.55833 -3.32605 0.60609
C 4.65608 -3.04853 1.40187
C 4.85393 -1.76515 1.83886
C 3.42052 1.50698 2.51712
C 1.93969 1.20929 2.54589
C 1.51960 0.18032 3.63857
C 0.16604 -0.44377 3.19576
O 0.32454 -1.77643 2.71896
H 3.58302 4.39451 4.04486
H 2.57879 3.18942 4.37469
H 5.52146 3.86034 3.32559
H 6.47222 0.37443 1.59751
H 2.22198 -0.25125 0.36434
H 1.81494 -2.51505 -0.34268
H 3.36235 -4.33970 0.26957
H 5.34770 -3.83324 1.69190
H 5.70686 -1.55294 2.48321
H 1.43244 2.15076 2.78964
H 1.57179 0.95540 1.55625
H 2.27716 -0.58530 3.82670
H 1.28153 0.76672 4.53441
H -0.24366 0.13165 2.34974
H -0.59637 -0.39134 3.98215
H 1.25320 -2.02013 2.78174
C -1.75199 -1.29382 -1.68608
O -1.37192 -2.37695 -0.85154
C -2.08810 -2.39981 0.38011
C -3.19733 -3.42994 0.36170
O -4.22009 -3.07923 -0.55908
C -4.14366 -3.80532 -1.77442
H -1.32223 -1.46223 -2.67260
H -2.83609 -1.21854 -1.78440
H -1.35322 -0.35279 -1.28882
H -2.48428 -1.40673 0.61679
H -1.36799 -2.66906 1.15723
H -3.65800 -3.46545 1.35392
H -2.79717 -4.42350 0.13849
H -4.46928 -4.83909 -1.61866
H -3.13214 -3.80007 -2.18745
H -4.81646 -3.33432 -2.48972
C -3.34933 3.63651 -5.63658
O -4.36276 3.62398 -4.64503
C -4.89223 2.32638 -4.41268
C -4.32632 1.71361 -3.14917
O -2.93470 1.44119 -3.27710
C -2.12967 2.40868 -2.63195
H -2.86265 4.61050 -5.60342
H -2.59994 2.86105 -5.46007
H -3.79024 3.50142 -6.62938
H -4.71567 1.67426 -5.27304
H -5.97394 2.43989 -4.29225
H -4.82514 0.75604 -2.97001
H -4.51686 2.36046 -2.28779
H -2.18301 2.28127 -1.54358
H -2.42857 3.42617 -2.89400
H -1.09827 2.25358 -2.94951
*
```

natural (NBO) atomic charge list, values in e, 6 entries: -0.755 0.432 -0.280 -0.141 0.033 0.056

Energy relative to the best compared isomer or geometry (same formula, charge and spin) readings, ordered: 0.0, 16.8, 0.0 kcal/mol